{
  "formula": "C5H6O2",
  "method": "the ωB97M-V functional and the def2-TZVPD basis",
  "symbols": ["O", "C", "C", "O", "C", "C", "C", "H", "H", "H", "H", "H", "H"],
  "xyz": [[0.939, 1.888, 1.279], [0.607, 0.957, 0.587], [1.587, 0.000, -0.068], [0.842, -1.039, -0.654], [-0.415, -0.560, -1.023], [-1.465, -0.595, 0.367], [-0.775, 0.663, 0.081], [2.306, -0.409, 0.641], [2.135, 0.569, -0.834], [-0.719, -1.185, -1.881], [-1.062, -1.359, 1.000], [-2.568, -0.496, 0.459], [-1.411, 1.567, 0.045]],
  "mulliken_charge": [-0.563, 0.439, -0.308, -0.402, -0.276, -0.771, -0.048, 0.299, 0.241, 0.432, 0.293, 0.280, 0.384],
  "charge": 0,
  "e_above_lowest_ev": 3.1669,
  "homo_lumo_gap_ev": 9.6,
  "largest_force_ev_per_a": 3.81,
  "smiles": "O=C1CO[C@H]2C[C@@H]12",
  "e_homo_ev": -8.9,
  "multiplicity": 1
}